1.
{"formula": "C29H52F5N4O10P", "method": "ωB97M-V with the def2-TZVPD basis set", "species": ["P", "F", "F", "F", "F", "F", "O", "O", "O", "O", "O", "O", "O", "O", "O", "O", "N", "N", "N", "N", "C", "C", "C", "C", "C", "C", "C", "C", "C", "C", "C", "C", "C", "C", "C", "C", "C", "C", "C", "C", "C", "C", "C", "C", "C", "C", "C", "C", "C", "H", "H", "H", "H", "H", "H", "H", "H", "H", "H", "H", "H", "H", "H", "H", "H", "H", "H", "H", "H", "H", "H", "H", "H", "H", "H", "H", "H", "H", "H", "H", "H", "H", "H", "H", "H", "H", "H", "H", "H", "H", "H", "H", "H", "H", "H", "H", "H", "H", "H", "H", "H"], "positions_angstrom": [[1.20540, -3.60854, -2.34824], [4.20676, -0.70871, -0.87255], [8.40220, 1.26190, -7.02348], [7.11758, -0.24784, -6.18123], [8.38918, 0.93769, -4.88797], [4.03390, -3.57113, -0.54569], [3.21171, -3.24444, 1.47172], [-0.10678, -0.86088, 3.52219], [2.49018, -0.77900, -2.25604], [0.30059, 1.84555, 0.22691], [-4.06428, 0.35139, 4.70005], [5.97509, 2.23300, -4.49978], [-1.33906, 3.27938, 0.74188], [5.57515, 1.96961, -6.79228], [-2.26612, 4.24156, 2.96323], [2.95335, 1.03422, 1.05121], [0.17444, -2.69790, -0.99909], [2.45088, -2.01225, -0.34561], [1.10387, -0.20829, 1.69349], [-0.44823, -3.76999, -0.25428], [-5.78793, -0.34964, 2.51074], [0.63150, 0.70742, -0.55490], [-0.84536, -1.86165, -1.68644], [6.48712, 2.11641, -5.89084], [2.46983, 0.19938, 1.77821], [0.29053, 0.06601, 2.85246], [0.57172, -3.13247, -3.97694], [0.49299, -0.50909, 0.40877], [7.57769, 1.00447, -5.98613], [3.27437, -0.43263, 2.88481], [-1.02451, -0.71667, 0.60342], [-3.63603, 0.64938, -0.59294], [3.23291, -2.96815, 0.31795], [3.02821, -1.11334, -1.24594], [-6.30229, 0.39813, 3.75258], [-5.44280, 0.25356, 4.99488], [0.97188, -5.39249, -2.10085], [-4.87132, 0.48881, 1.62789], [-1.62310, 5.21050, 2.14479], [-4.60762, -0.17711, 0.27386], [-1.77714, -1.18208, -0.67286], [1.06746, -1.89645, -0.02177], [-2.61511, -0.14251, -1.41082], [-0.00515, 1.48485, 3.21974], [-3.27568, 0.39962, 5.88586], [5.02819, 1.28726, -4.10430], [5.57462, -0.04609, -3.59839], [-0.63345, 2.73188, -0.32893], [-1.51168, 4.68632, 0.71393], [-2.00836, 4.39465, 3.87381], [-2.44783, -0.28905, 5.77201], [-0.66619, 5.18037, 0.24052], [1.17221, -5.62196, -1.06088], [-2.18775, 6.14267, 2.14820], [-1.99685, 0.52964, -2.00331], [-3.91885, 0.62578, 2.14082], [-6.41039, 1.45911, 3.52897], [-5.63099, -0.71636, 5.47161], [-3.16349, 1.39941, 0.04220], [-1.15982, -4.19709, -0.83609], [-3.86618, 0.11692, 6.75530], [-6.66910, -0.61387, 1.92458], [-0.02138, 0.66582, -1.42058], [6.45526, 0.10114, -2.97069], [-5.29282, 1.48367, 1.48614], [4.80616, -0.54698, -3.03170], [0.49523, -2.05969, -4.10571], [-2.45275, 4.90444, 0.20586], [7.11192, 3.04328, -5.93513], [0.62149, 2.18708, 2.68318], [-1.46849, -2.51450, -2.29247], [-2.47111, -1.96303, -0.37254], [3.52646, 0.34639, 3.60082], [-5.27171, -1.24875, 2.84548], [-1.34927, 2.22272, -0.97826], [-0.36081, -3.61069, -4.27719], [4.49634, 1.75629, -3.26286], [-4.27266, -1.19705, 0.45216], [2.73584, -1.23216, 3.37868], [0.95929, -2.46618, 0.89895], [-4.23916, 1.21692, -1.29954], [5.85075, -0.70756, -4.41610], [4.19436, -0.80881, 2.44959], [-5.57256, -0.21851, -0.23185], [-3.19367, -0.69676, -2.15792], [-2.89238, 1.41069, 6.01746], [-0.11540, 3.49950, -0.91187], [1.63856, 0.86225, -0.91610], [-1.46048, 0.23037, 0.90619], [-0.40692, -1.11495, -2.33910], [-5.71452, 1.01583, 5.73102], [-0.89519, -3.39188, 0.57652], [-1.04133, 1.70059, 2.96188], [-0.62126, 5.38926, 2.53909], [0.12321, 1.57808, 4.29349], [4.28563, 1.13150, -4.89666], [1.34229, -3.48569, -4.66122], [-7.28563, 0.02535, 4.03562], [1.77561, -5.84049, -2.68343], [-1.20160, -1.46225, 1.37539], [0.03066, -5.82444, -2.43661]], "forces_ev_per_a": [[2.54, 0.54, 0.04], [0.27, -0.21, 0.34], [0.03, 0.03, -0.10], [-0.03, -0.03, -0.07], [-0.01, -0.06, -0.06], [0.25, 0.17, -0.02], [-0.40, 0.00, -0.71], [0.01, 0.39, -0.48], [0.03, 0.06, 0.70], [-0.38, -0.36, -0.11], [0.06, 0.06, 0.07], [0.67, -0.33, 0.27], [0.51, 0.08, -0.08], [0.05, -0.15, 0.06], [-0.24, -0.02, -0.18], [-0.19, -0.73, -0.23], [-0.73, -0.67, -1.47], [0.09, 0.78, 0.62], [0.47, -0.30, -0.43], [0.21, 0.11, 0.56], [-0.36, 0.58, 0.29], [0.55, 0.70, 0.36], [-1.05, 0.68, 0.61], [-0.47, 0.23, -0.63], [0.25, 0.88, 0.21], [-0.24, -1.00, 0.97], [-0.98, -0.53, 0.05], [-0.84, 0.64, -0.72], [0.10, 0.06, 0.44], [-0.42, 0.17, 0.07], [-0.14, -0.28, -0.67], [-0.09, -0.10, 0.24], [0.37, -0.10, 0.82], [-0.54, -0.28, -1.60], [0.35, 0.07, 0.11], [0.01, -0.15, 0.11], [-0.81, 0.15, -0.21], [0.44, -0.44, 0.13], [0.38, -0.50, 0.31], [-0.24, 0.67, 0.15], [0.46, -0.14, 0.08], [-0.18, -0.58, 0.74], [-0.60, -0.22, -0.29], [0.36, -0.02, -0.11], [-0.19, 0.06, -0.52], [-0.47, 0.27, 0.26], [0.31, 0.00, -0.48], [-0.11, 0.32, 0.12], [-0.70, -0.17, 0.62], [-0.04, 0.08, 0.07], [0.23, -0.12, 0.02], [-0.03, 0.09, -0.28], [-0.06, -0.08, 0.11], [0.06, 0.18, -0.09], [0.13, 0.14, 0.07], [0.08, 0.14, 0.11], [-0.06, 0.09, -0.14], [-0.02, -0.13, -0.02], [0.25, -0.01, 0.06], [-0.02, 0.02, -0.10], [0.03, -0.04, 0.14], [0.03, -0.32, -0.10], [-0.11, -0.30, -0.07], [-0.04, 0.05, 0.06], [-0.08, 0.09, -0.10], [-0.17, -0.15, 0.11], [0.18, 0.13, 0.07], [0.09, 0.13, -0.33], [-0.08, 0.04, 0.10], [0.03, 0.08, -0.06], [0.20, -0.17, -0.23], [-0.15, 0.02, 0.27], [0.14, 0.04, 0.09], [-0.04, -0.24, -0.19], [0.12, -0.26, -0.16], [-0.14, 0.06, -0.01], [-0.03, 0.02, -0.04], [0.09, -0.15, -0.08], [0.00, -0.11, 0.06], [0.08, -0.06, 0.07], [0.07, 0.15, -0.11], [0.09, 0.04, -0.02], [0.14, -0.01, 0.02], [-0.01, -0.38, -0.18], [0.03, -0.10, -0.11], [0.05, 0.10, 0.15], [0.02, 0.15, 0.02], [0.07, -0.11, 0.00], [0.02, 0.07, 0.37], [0.56, -0.17, 0.02], [-0.12, 0.11, 0.02], [-0.06, 0.12, -0.05], [-0.10, 0.09, -0.02], [0.09, 0.14, -0.03], [-0.11, 0.06, 0.15], [0.13, -0.08, -0.11], [0.22, -0.01, 0.04], [-0.15, 0.03, -0.06], [0.12, 0.10, -0.16], [0.02, 0.18, 0.34], [-0.12, -0.09, 0.12]], "multiplicity": 1, "energy_ev": -80221.35506, "gap_ha": 0.148, "homo_energy_ev": -5.05}

2.
{"formula": "C5H12NO", "method": "ωB97M-V with the def2-TZVPD basis set", "species": ["O", "N", "C", "C", "C", "C", "C", "H", "H", "H", "H", "H", "H", "H", "H", "H", "H", "H", "H"], "positions_angstrom": [[-0.84795, 0.41510, -1.18453], [0.07940, 1.75826, 0.69039], [-0.12015, -1.90636, -0.64419], [-1.55268, -0.59328, 0.97729], [1.76401, 0.68251, -0.79713], [-0.56873, -0.53817, -0.18059], [0.41629, 0.59697, -0.17738], [0.23880, -2.48595, 0.20231], [2.51437, 0.73960, -0.00780], [0.89793, 2.37195, 0.80717], [-2.21117, -1.44835, 0.84940], [1.98029, -0.19852, -1.39201], [-2.17883, 0.29528, 1.01816], [-0.96718, -2.42381, -1.08692], [-0.67493, 2.29152, 0.22770], [0.65956, -1.83967, -1.39312], [-1.02143, -0.72051, 1.92024], [1.85304, 1.55444, -1.44339], [-0.26063, 1.44899, 1.61439]], "forces_ev_per_a": [[2.64, 0.76, 1.75], [-0.17, 0.18, 0.13], [0.04, 0.38, -0.01], [0.06, -0.01, -0.26], [0.00, -0.08, 0.06], [0.37, -0.17, 0.80], [-2.85, -0.85, -2.64], [0.03, -0.08, 0.06], [0.13, 0.01, 0.03], [-0.30, -0.16, 0.05], [-0.07, -0.01, 0.06], [-0.08, -0.01, 0.01], [-0.07, 0.09, 0.01], [-0.10, -0.02, 0.00], [0.20, -0.15, 0.18], [0.08, -0.05, -0.11], [0.00, -0.11, 0.13], [-0.02, 0.10, -0.01], [0.11, 0.19, -0.27]], "multiplicity": 1, "energy_ev": -8909.35102, "smiles": "CC1(C)O[C@@]1(C)[NH3+]", "gap_ha": 0.412, "total_charge": 1, "homo_energy_ev": -14.90}

3.
{"formula": "H6N2O", "method": "ωB97M-V with the def2-TZVPD basis set", "species": ["O", "N", "N", "H", "H", "H", "H", "H", "H"], "positions_angstrom": [[-0.29798, 1.42326, 0.44863], [-1.60841, 0.86389, 0.85697], [1.13026, -0.62050, -0.62612], [0.17232, 0.67836, -0.03527], [0.64518, -1.45021, -0.51021], [-1.93963, 0.23605, 0.11551], [-1.38835, 0.14659, 1.60818], [1.26935, -0.47881, -1.69119], [2.01726, -0.79862, -0.16649]], "forces_ev_per_a": [[-1.27, -1.11, -0.16], [1.32, -1.08, 0.76], [1.38, 1.63, -2.55], [-0.24, 0.76, 0.71], [-1.40, -1.99, 0.07], [0.18, 0.53, -0.27], [-0.12, 1.26, -0.77], [-0.03, -0.41, 2.52], [0.18, 0.40, -0.31]], "multiplicity": 1, "energy_ev": -5123.09112, "smiles": "NO.N", "gap_ha": 0.364, "homo_energy_ev": -9.30}

4.
{"formula": "C10H9NO3S", "method": "ωB97M-V with the def2-TZVPD basis set", "species": ["S", "O", "O", "O", "N", "C", "C", "C", "C", "C", "C", "C", "C", "C", "C", "H", "H", "H", "H", "H", "H", "H", "H", "H"], "positions_angstrom": [[1.92381, -0.28819, 1.73836], [3.11072, -0.21856, 0.93302], [-2.74540, 0.42398, 2.22539], [2.07595, -0.36591, 3.16364], [-0.45346, -1.80169, -0.87913], [0.38185, 1.42744, -1.05766], [0.79032, -1.48244, 1.11988], [0.05481, 1.04588, 0.19579], [-1.46723, -0.70550, -0.80376], [-0.45687, 1.07625, -2.17295], [0.89114, 1.27203, 1.38186], [-1.98160, 0.32690, 1.35856], [-1.17500, 0.24208, 0.33912], [0.73220, -1.58870, -0.21752], [-1.36692, 0.09769, -2.06934], [-2.45174, -1.17147, -0.69039], [1.26036, 2.02662, -1.24011], [1.65349, -1.49943, -0.78440], [-0.33918, -2.10476, -1.84023], [1.62730, 2.05728, 1.24440], [0.32609, 1.42287, 2.29839], [-1.99079, -0.18973, -2.90098], [-0.06454, -1.61604, 1.75885], [-0.33530, 1.61339, -3.10082]], "forces_ev_per_a": [[-0.50, 0.15, 0.00], [-0.03, 0.01, -0.49], [0.43, -0.14, -0.26], [-0.28, -0.05, 0.13], [0.08, -0.38, -0.02], [0.10, 0.02, 0.60], [0.64, 0.53, 0.48], [-0.43, 0.45, -0.44], [-0.39, 0.09, 0.30], [-0.43, -0.27, -0.21], [0.65, -0.67, 0.29], [-1.00, 0.26, 0.84], [0.56, -0.21, -1.01], [0.36, -0.50, -0.05], [0.05, 0.18, -0.16], [0.11, 0.22, -0.04], [0.19, 0.00, 0.10], [-0.03, 0.12, -0.14], [0.06, 0.17, 0.14], [0.09, 0.08, 0.04], [-0.05, 0.06, 0.08], [-0.09, 0.03, -0.16], [-0.10, -0.15, 0.09], [0.02, 0.01, -0.13]], "multiplicity": 1, "energy_ev": -28980.40561, "smiles": "O=C=C1C2=CC=C[C@H]1N/C=C/S(=O)(=O)C2", "gap_ha": 0.316, "homo_energy_ev": -8.82}

5.
{"formula": "C25H32AsCl2IN3STi", "method": "ωB97M-V with the def2-TZVPD basis set", "species": ["I", "As", "Ti", "Cl", "Cl", "S", "N", "N", "N", "C", "C", "C", "C", "C", "C", "C", "C", "C", "C", "C", "C", "C", "C", "C", "C", "C", "C", "C", "C", "C", "C", "C", "C", "C", "H", "H", "H", "H", "H", "H", "H", "H", "H", "H", "H", "H", "H", "H", "H", "H", "H", "H", "H", "H", "H", "H", "H", "H", "H", "H", "H", "H", "H", "H", "H", "H"], "positions_angstrom": [[1.17786, 3.34854, 0.00228], [3.01311, -0.57602, -1.56420], [0.04559, -0.28893, 0.06226], [-1.09052, -2.29624, -3.83762], [0.61400, -3.28933, 1.18480], [2.57830, -0.00523, 0.43241], [-1.74345, -0.70075, 1.26935], [-3.11937, -2.21954, 2.37292], [0.10400, -1.58050, -1.14475], [-2.26017, 0.59998, -1.59475], [-3.39535, -3.10452, 3.50232], [-0.22432, -3.80892, -0.25704], [-1.05671, -1.46782, 3.44489], [-0.89105, 3.42295, 0.40541], [-1.32903, -5.52345, -1.49901], [-1.32760, 4.49399, 1.12727], [-4.07644, 1.99608, -0.84688], [-1.76280, 2.45945, -0.19411], [-3.62857, 0.96998, -1.62380], [-2.71708, 4.70045, 1.29059], [1.93937, 0.27918, -2.91351], [-2.00811, -1.47054, 2.28293], [-3.59779, 3.87833, 0.65860], [-1.44664, -4.63643, -2.56167], [-0.95968, -3.34757, -2.45395], [-0.35015, -2.84496, -1.28260], [-1.30128, 1.26096, -0.84418], [-0.69772, -5.10372, -0.33754], [-2.86847, -4.51390, 3.26955], [-4.05441, -2.29743, 1.25017], [-5.06489, -1.15870, 1.24601], [-3.14662, 2.77695, -0.11475], [3.09632, -2.47008, -1.84843], [4.81432, -0.00710, -1.95129], [3.52594, -2.66281, -2.83097], [2.55796, 1.00300, -3.44234], [-0.15890, -0.92075, 3.17060], [-1.91312, -4.94501, -3.48763], [-5.64982, -1.16152, 2.16744], [-4.57824, -0.18734, 1.15231], [-0.62214, 5.19980, 1.54228], [4.88929, 1.07227, -1.83941], [-1.78530, -4.50338, 3.13831], [-3.11164, -5.15575, 4.11741], [-0.77562, -2.47205, 3.75490], [-4.66370, 4.06690, 0.72131], [-4.47715, -3.11480, 3.64737], [5.49409, -0.48957, -1.25179], [3.72670, -2.89071, -1.06740], [-2.97036, -2.68129, 4.40998], [-3.48868, -2.33243, 0.31527], [5.06201, -0.29432, -2.97296], [-5.74887, -1.26997, 0.40394], [-4.32987, 0.40524, -2.22940], [-3.06890, 5.54014, 1.87639], [-5.12940, 2.25181, -0.80535], [-1.97447, -0.29045, -2.14300], [-0.56252, -5.77485, 0.50046], [-4.56647, -3.25676, 1.32888], [1.10201, 0.77756, -2.42691], [-1.70820, -6.53222, -1.58459], [2.09274, -2.87636, -1.78159], [-1.51906, -0.95495, 4.29058], [-2.50629, -0.61936, 0.60252], [-3.30683, -4.95269, 2.37208], [1.55124, -0.47893, -3.59038]], "forces_ev_per_a": [[-0.24, -0.02, 0.13], [-0.09, 0.00, -0.02], [0.15, 0.58, -0.08], [0.03, 0.01, 0.05], [0.01, -0.19, 0.12], [0.15, -0.02, 0.17], [0.22, 0.09, -0.02], [-0.13, -0.08, -0.01], [-0.33, -0.54, -0.18], [-0.13, 0.03, -0.03], [0.04, 0.05, -0.03], [0.01, -0.07, 0.12], [0.05, -0.05, -0.04], [0.17, -0.16, -0.15], [-0.01, 0.02, -0.03], [-0.22, 0.02, 0.01], [0.03, -0.01, -0.01], [0.18, 0.16, 0.05], [0.05, 0.00, -0.04], [0.15, 0.05, 0.03], [-0.05, 0.02, -0.01], [0.02, 0.14, 0.03], [0.00, -0.05, -0.05], [-0.01, -0.03, 0.01], [-0.08, -0.10, -0.14], [0.17, 0.37, -0.09], [-0.12, -0.13, 0.20], [0.02, 0.03, 0.03], [-0.01, -0.01, 0.02], [0.06, -0.02, 0.01], [-0.01, 0.00, -0.01], [-0.17, 0.05, 0.00], [-0.04, -0.04, 0.01], [0.03, 0.00, 0.06], [0.01, 0.00, 0.00], [0.01, -0.01, -0.01], [0.00, 0.00, -0.03], [0.00, 0.01, 0.00], [0.00, 0.00, 0.00], [0.00, 0.00, 0.00], [0.00, 0.01, 0.01], [-0.03, 0.01, 0.01], [0.00, 0.00, 0.00], [0.01, -0.01, -0.01], [-0.01, -0.01, 0.01], [0.00, -0.02, -0.02], [-0.01, -0.02, 0.00], [0.02, 0.00, -0.01], [0.01, -0.02, -0.02], [0.00, 0.01, -0.01], [0.01, 0.01, 0.00], [0.02, 0.01, 0.00], [-0.01, 0.01, 0.01], [0.04, -0.02, -0.01], [0.02, 0.00, 0.00], [0.01, 0.02, 0.02], [-0.01, -0.01, 0.01], [0.00, 0.00, 0.00], [-0.01, 0.00, 0.00], [-0.02, 0.00, -0.02], [0.00, 0.00, 0.00], [0.01, -0.03, 0.00], [0.00, 0.00, -0.01], [0.03, -0.02, -0.02], [0.00, 0.00, 0.00], [-0.02, -0.01, 0.01]], "s_squared": 0.758, "multiplicity": 2, "energy_ev": -158850.02210, "gap_ha": [0.244, 0.280], "homo_energy_ev": [-6.16, -7.17]}

6.
{"formula": "C3H4N4", "method": "ωB97M-V with the def2-TZVPD basis set", "species": ["N", "N", "N", "N", "C", "C", "C", "H", "H", "H", "H"], "positions_angstrom": [[0.73885, -1.75283, 0.32973], [0.80575, -2.49876, -0.67308], [0.22106, 0.23952, -1.22850], [-0.78340, 1.39573, 0.41215], [-0.48892, 1.35401, -0.98312], [0.31460, -0.43411, -0.00225], [-0.23954, 0.26809, 1.02597], [0.92058, -3.50438, -0.25880], [-0.87814, 2.05054, -1.70346], [-0.15318, 0.27978, 2.13628], [-0.45766, 2.60239, 0.94508]], "forces_ev_per_a": [[-0.30, -0.33, -1.87], [-0.10, -1.66, 1.75], [-1.75, 0.65, 0.35], [1.20, 5.47, 1.03], [1.88, -3.13, 2.36], [0.10, 0.42, 0.55], [0.46, 2.15, 0.02], [0.31, 1.87, -0.89], [0.21, 0.18, 0.03], [-0.27, -0.62, -1.29], [-1.74, -5.01, -2.04]], "multiplicity": 1, "energy_ev": -9132.48137, "gap_ha": 0.334, "homo_energy_ev": -9.16}